Entry 1:
{"formula": "C5H14NO", "method": "ωB97M-V/def2-TZVPD", "elements": ["C", "O", "C", "C", "C", "C", "N", "H", "H", "H", "H", "H", "H", "H", "H", "H", "H", "H", "H", "H", "H"], "positions_angstrom": [[-0.457, 0.575, -1.571], [0.282, 0.074, -2.677], [0.454, 0.471, -0.312], [0.419, -0.844, 0.407], [-0.233, -0.796, 1.809], [-1.727, -0.356, 1.730], [1.863, 0.837, -0.755], [-1.400, 0.055, -1.409], [-0.561, 1.656, -1.688], [-0.309, -0.028, -3.423], [0.046, 1.286, 0.281], [-0.098, -1.656, -0.125], [1.472, -1.218, 0.523], [-0.250, -1.847, 2.139], [0.304, -0.208, 2.571], [-2.234, -0.791, 2.591], [-1.803, 0.732, 1.654], [-2.129, -0.809, 0.822], [2.458, 0.918, 0.068], [1.772, 1.780, -1.151], [2.130, 0.169, -1.485]], "lowdin_charge": [-0.177, -0.045, -0.281, -0.178, -0.235, -0.086, 0.237, 0.136, 0.127, 0.110, 0.149, 0.134, 0.132, 0.114, 0.115, 0.082, 0.073, 0.068, 0.179, 0.178, 0.169], "charge": 1, "de_lowest_kcal_mol": 27.60, "smiles": "CCC[C@@H]([NH3+])CO", "lumo_ev": -3.5}



Entry 2:
{"formula": "C49H38BCdF17GeO2P4S5", "method": "ωB97M-V/def2-TZVPD", "elements": ["Cd", "S", "S", "S", "S", "C", "P", "C", "C", "C", "P", "C", "C", "H", "H", "H", "H", "H", "H", "H", "H", "H", "H", "H", "H", "H", "H", "H", "H", "O", "P", "C", "P", "O", "C", "C", "C", "C", "C", "C", "C", "C", "C", "C", "C", "C", "C", "C", "C", "C", "C", "C", "C", "C", "C", "C", "C", "C", "H", "H", "H", "H", "H", "H", "H", "H", "H", "H", "H", "H", "H", "H", "H", "H", "H", "H", "H", "H", "H", "H", "F", "C", "C", "C", "F", "C", "F", "C", "F", "C", "F", "Ge", "S", "C", "C", "F", "C", "F", "C", "F", "C", "F", "C", "F", "C", "C", "F", "C", "F", "C", "F", "C", "F", "C", "F", "F", "B", "F"], "positions_angstrom": [[1.151, -0.541, -0.220], [3.023, -0.425, -2.097], [3.149, -2.401, -2.554], [1.198, -3.080, -2.807], [0.281, -2.921, -0.995], [5.007, 2.122, -0.283], [3.395, 1.829, 0.583], [3.930, 0.369, 1.577], [3.594, 3.097, 1.934], [2.339, 3.103, 2.792], [0.919, 3.749, 1.791], [1.319, 5.575, 1.993], [-0.368, 3.708, 3.118], [5.850, 2.088, 0.407], [4.980, 3.091, -0.779], [5.118, 1.348, -1.039], [4.842, 0.590, 2.133], [4.113, -0.452, 0.887], [3.129, 0.092, 2.265], [3.731, 4.076, 1.462], [4.492, 2.878, 2.528], [2.478, 3.699, 3.700], [2.074, 2.084, 3.075], [1.595, 5.822, 3.018], [0.447, 6.164, 1.711], [2.137, 5.846, 1.328], [-0.086, 4.329, 3.968], [-0.502, 2.674, 3.427], [-1.309, 4.067, 2.703], [0.428, 1.707, -1.784], [-0.566, 2.111, -2.772], [-2.300, 2.158, -2.134], [-2.715, 0.552, -1.345], [-1.642, -0.041, -0.494], [-4.314, 0.780, -0.506], [-4.982, 1.994, -0.434], [-6.169, 2.089, 0.271], [-6.701, 0.973, 0.893], [-6.045, -0.245, 0.807], [-4.854, -0.343, 0.111], [-3.045, -0.558, -2.737], [-2.344, -1.751, -2.833], [-2.556, -2.589, -3.914], [-3.458, -2.234, -4.901], [-4.180, -1.056, -4.789], [-3.981, -0.221, -3.707], [-0.581, 1.070, -4.265], [0.220, -0.063, -4.246], [0.325, -0.863, -5.370], [-0.349, -0.510, -6.527], [-1.152, 0.622, -6.550], [-1.277, 1.406, -5.419], [-0.310, 3.806, -3.404], [1.016, 4.215, -3.475], [1.335, 5.446, -4.015], [0.331, 6.281, -4.481], [-0.991, 5.883, -4.396], [-1.315, 4.649, -3.862], [-3.024, 2.341, -2.927], [-2.334, 2.951, -1.385], [-4.562, 2.877, -0.891], [-6.671, 3.043, 0.346], [-7.626, 1.055, 1.448], [-6.454, -1.113, 1.299], [-4.308, -1.274, 0.077], [-1.619, -2.017, -2.072], [-2.005, -3.514, -3.979], [-3.607, -2.871, -5.762], [-4.909, -0.793, -5.545], [-4.551, 0.695, -3.615], [0.781, -0.288, -3.348], [0.940, -1.751, -5.321], [-0.249, -1.112, -7.419], [-1.675, 0.899, -7.456], [-1.897, 2.291, -5.434], [1.774, 3.550, -3.085], [2.366, 5.760, -4.077], [0.577, 7.244, -4.908], [-1.776, 6.537, -4.748], [-2.352, 4.350, -3.796], [2.142, -5.426, 1.569], [0.849, -5.074, 1.463], [0.413, -3.875, 1.995], [-0.937, -3.602, 1.860], [-1.379, -2.444, 2.391], [-1.836, -4.451, 1.237], [-3.150, -4.154, 1.142], [-1.362, -5.645, 0.710], [-2.211, -6.505, 0.106], [-0.016, -5.959, 0.826], [0.432, -7.132, 0.331], [1.376, -2.243, 2.837], [0.172, 0.749, 1.646], [0.720, -2.876, 4.738], [0.468, -1.833, 5.609], [0.754, -0.585, 5.204], [-0.048, -2.012, 6.886], [-0.302, -0.967, 7.703], [-0.306, -3.302, 7.330], [-0.804, -3.507, 8.569], [-0.029, -4.377, 6.499], [-0.252, -5.631, 6.947], [0.466, -4.144, 5.221], [0.719, -5.216, 4.448], [3.243, -3.185, 3.031], [3.939, -3.187, 1.831], [3.263, -2.759, 0.741], [5.271, -3.560, 1.711], [5.915, -3.558, 0.532], [5.966, -3.912, 2.866], [7.268, -4.267, 2.805], [5.321, -3.868, 4.092], [6.014, -4.156, 5.218], [3.979, -3.512, 4.152], [3.407, -3.465, 5.375], [-2.496, 0.119, 1.797], [-1.538, 0.801, 1.125], [-2.109, 2.006, 0.707]], "lowdin_charge": [1.035, -0.148, -0.173, -0.147, 0.038, -0.324, 0.778, -0.331, -0.466, -0.486, 0.803, -0.336, -0.322, 0.026, 0.019, -0.014, 0.039, 0.001, -0.020, 0.054, 0.071, 0.073, 0.025, 0.017, 0.016, 0.007, 0.026, 0.002, 0.027, -0.377, 0.718, -0.277, 0.833, -0.309, -0.256, -0.075, -0.088, -0.089, -0.067, -0.055, -0.264, -0.081, -0.059, -0.084, -0.096, -0.095, -0.259, -0.098, -0.077, -0.086, -0.100, -0.093, -0.251, -0.056, -0.077, -0.097, -0.098, -0.094, 0.057, 0.075, 0.098, 0.097, 0.097, 0.104, 0.122, -0.013, 0.107, 0.099, 0.096, 0.102, -0.004, 0.080, 0.097, 0.094, 0.096, 0.114, 0.101, 0.096, 0.096, 0.093, 0.089, -0.265, -0.246, -0.313, 0.046, -0.165, 0.082, -0.152, 0.084, -0.156, 0.085, 1.062, 0.453, -0.155, -0.252, 0.050, -0.141, 0.083, -0.141, 0.084, -0.142, 0.083, -0.227, 0.090, -0.162, -0.272, -0.021, -0.140, 0.097, -0.139, 0.082, -0.146, 0.076, -0.218, 0.071, 0.114, -1.395, 0.033], "charge": -2, "de_lowest_kcal_mol": 19.59, "lumo_ev": 3.4}



Entry 3:
{"formula": "C32H51N4O6PSSiTc", "method": "ωB97M-V/def2-TZVPD", "elements": ["Tc", "C", "Si", "C", "C", "C", "C", "C", "C", "N", "C", "S", "H", "H", "H", "H", "H", "H", "H", "H", "H", "H", "H", "H", "O", "C", "C", "C", "C", "N", "C", "C", "C", "C", "C", "C", "O", "C", "C", "N", "H", "H", "H", "H", "H", "H", "H", "H", "H", "H", "H", "H", "C", "C", "C", "C", "O", "P", "O", "O", "O", "C", "C", "C", "C", "H", "H", "H", "H", "H", "H", "H", "H", "H", "H", "H", "H", "H", "H", "H", "H", "H", "H", "C", "C", "C", "C", "N", "H", "H", "H", "H", "H", "H", "H", "H", "H"], "positions_angstrom": [[0.003, -0.771, -0.103], [-1.738, 2.907, 4.232], [0.080, 2.465, 4.561], [0.148, 1.219, 6.016], [1.001, 4.060, 5.069], [1.053, 1.615, 3.158], [2.430, 1.589, 3.236], [3.197, 0.863, 2.322], [2.550, 0.128, 1.362], [1.222, 0.113, 1.267], [0.474, 0.881, 2.099], [-1.183, 0.820, 1.719], [-2.143, 3.501, 5.048], [-2.344, 2.011, 4.143], [-1.858, 3.476, 3.316], [-0.195, 1.673, 6.941], [1.158, 0.853, 6.184], [-0.486, 0.358, 5.820], [0.397, 4.641, 5.760], [1.222, 4.699, 4.220], [1.938, 3.843, 5.573], [2.932, 2.132, 4.023], [4.273, 0.865, 2.372], [3.070, -0.481, 0.637], [-3.768, -5.823, 2.783], [-2.904, -5.035, 3.566], [-2.150, -4.073, 2.694], [-1.080, -3.316, 3.217], [-0.423, -2.434, 2.407], [-0.723, -2.228, 1.105], [-1.746, -2.997, 0.576], [-2.465, -3.896, 1.367], [-2.034, -2.746, -0.809], [-2.765, -3.585, -1.655], [-2.992, -3.223, -2.972], [-3.648, -4.199, -3.912], [-3.075, -5.485, -3.809], [-2.520, -1.975, -3.394], [-1.774, -1.206, -2.524], [-1.473, -1.594, -1.285], [-4.154, -6.510, 3.335], [-2.176, -5.663, 4.102], [-3.476, -4.467, 4.320], [-0.779, -3.428, 4.247], [0.406, -1.856, 2.796], [-3.280, -4.457, 0.941], [-3.096, -4.546, -1.296], [-3.593, -3.829, -4.947], [-4.705, -4.329, -3.653], [-2.122, -5.403, -3.928], [-2.704, -1.628, -4.398], [-1.376, -0.249, -2.830], [-0.013, 5.340, -1.278], [-0.295, 4.427, -0.092], [0.332, 5.003, 1.180], [-1.797, 4.227, 0.101], [0.323, 3.151, -0.293], [0.110, 2.311, -1.637], [-1.085, 2.634, -2.441], [0.217, 0.858, -1.180], [1.512, 2.617, -2.369], [1.772, 2.199, -3.707], [3.248, 1.792, -3.749], [0.905, 1.013, -4.123], [1.504, 3.390, -4.626], [-0.450, 6.322, -1.116], [-0.436, 4.895, -2.173], [1.063, 5.433, -1.410], [-0.264, 5.835, 1.546], [1.342, 5.351, 0.976], [0.379, 4.232, 1.945], [-2.298, 5.177, 0.252], [-1.975, 3.584, 0.958], [-2.200, 3.747, -0.784], [3.409, 0.938, -3.097], [3.876, 2.610, -3.408], [3.533, 1.531, -4.765], [1.017, 0.208, -3.397], [1.200, 0.667, -5.112], [-0.138, 1.316, -4.145], [2.176, 4.206, -4.376], [0.480, 3.719, -4.471], [1.644, 3.115, -5.668], [2.664, -3.775, -0.352], [1.961, -2.911, -1.422], [0.966, -3.790, -2.218], [3.004, -2.329, -2.399], [1.297, -1.866, -0.780], [3.238, -4.575, -0.814], [1.917, -4.205, 0.311], [3.326, -3.152, 0.239], [1.500, -4.571, -2.757], [0.428, -3.162, -2.924], [0.251, -4.248, -1.538], [3.553, -3.127, -2.895], [3.703, -1.691, -1.864], [2.497, -1.729, -3.149]], "lowdin_spin": [0.413, -0.001, 0.000, 0.000, 0.000, 0.000, 0.000, 0.001, 0.005, 0.009, 0.002, -0.004, 0.000, 0.000, 0.000, 0.000, 0.000, 0.000, 0.000, 0.000, 0.000, 0.000, 0.000, 0.003, 0.000, 0.001, 0.008, 0.001, 0.006, 0.004, 0.010, 0.002, 0.019, -0.002, 0.021, 0.003, 0.002, -0.002, 0.019, 0.008, 0.000, 0.000, 0.000, 0.000, 0.000, 0.000, -0.001, 0.000, 0.001, 0.000, -0.001, 0.001, 0.000, 0.000, 0.000, 0.000, 0.000, 0.000, 0.000, -0.003, 0.000, 0.000, 0.000, 0.000, 0.000, 0.000, 0.000, 0.000, 0.000, 0.000, 0.000, 0.000, 0.000, 0.000, 0.000, 0.000, 0.000, 0.000, 0.000, 0.000, 0.000, 0.000, 0.000, 0.005, 0.051, 0.028, 0.010, 0.373, 0.000, 0.000, 0.001, 0.005, 0.000, 0.000, 0.001, 0.001, 0.000], "de_lowest_kcal_mol": 0.59, "lumo_ev": [-0.9, -1.0], "spin_multiplicity": 2}